Record 1
The molecule C3H8NP at a distorted geometry. Source: OMol25; level of theory: ωB97M-V/def2-TZVPD.

Values from the calculation:
SMILES: C=PN(C)C
LUMO energy, eV: 0.422
Total energy, Ha: -515.132815
Energy relative to the best compared isomer or geometry (same formula, charge and spin), eV: 1.293
HOMO, eV: -8.2

Geometry as ORCA input:
```
! RIJCOSX wB97M-V def2-TZVPD def2/J DEFGRID3
* xyz 0 1
C 2.16419 -0.81989 0.01616
P 1.45090 0.74267 0.33970
N -0.23106 0.49480 0.36760
C -0.73802 -0.80494 0.38025
C -1.00963 1.43854 -0.28150
H 3.11878 -0.78925 -0.46741
H 1.49763 -1.59382 -0.33351
H -1.79600 -0.76788 0.55582
H -0.47997 -1.46524 -0.52089
H -0.21836 -1.35867 1.25187
H -0.61475 2.42667 -0.08685
H -1.00478 1.16562 -1.28422
H -2.13893 1.33141 0.06298
*
```

Record 2
A cluster of 2 separate species, C3H8NS in total at a distorted geometry. Source: OMol25; level of theory: ωB97M-V/def2-TZVPD.

Values from the calculation:
LUMO energy, eV: 4.019
Total energy, Ha: -571.973383
Energy relative to the best compared isomer or geometry (same formula, charge and spin), eV: 2.854
HOMO, eV: -2.3

Geometry as ORCA input:
```
! RIJCOSX wB97M-V def2-TZVPD def2/J DEFGRID3
* xyz -1 1
C -2.45939 0.00331 0.25943
S -1.31095 -1.29168 0.87902
H -3.46712 -0.10424 0.36931
H -2.47703 1.00116 0.86988
H -2.17700 0.44700 -0.75880
C 2.40894 1.52501 0.13627
C 1.05106 0.03088 -1.28414
N 2.05498 0.82964 -1.15907
H 3.48100 1.63443 0.16725
H 1.87696 0.76957 0.82700
H 1.92365 2.54494 0.26814
H 0.82038 -0.25484 -0.25100
H 0.60583 -0.53386 -2.11206
*
```

Record 3
A structure of composition C3H8NS at a distorted geometry. Source: OMol25; level of theory: ωB97M-V/def2-TZVPD.

Values from the calculation:
LUMO energy (spin up / spin down), eV: -5.139 / -5.040
Total energy, Ha: -571.637809
Energy relative to the best compared isomer or geometry (same formula, charge and spin), eV: 3.603
HOMO (spin up / spin down), eV: -12.6 / -12.7

Geometry as ORCA input:
```
! RIJCOSX wB97M-V def2-TZVPD def2/J DEFGRID3
* xyz 1 1
C -0.07120 2.73846 1.11242
C -0.84131 -1.02544 -1.24333
C 0.04937 -0.87199 -0.18137
N 1.11361 -1.59885 -0.04587
S 0.56433 1.20538 0.89167
H -0.29400 3.14218 0.13689
H -1.30747 -2.01487 -1.33777
H -0.33361 -1.08446 -2.20731
H -1.84331 -0.45429 -1.23302
H -0.59306 2.95872 1.96565
H 0.50829 0.80071 2.16471
H 1.24186 -2.49574 -0.66594
H 1.80650 -1.29980 0.64327
*
```

Record 4
A cluster of 2 separate species, C3H8O in total. Source: OMol25; level of theory: ωB97M-V/def2-TZVPD.

Values from the calculation:
LUMO energy, eV: 0.919
Total energy, Ha: -194.203756
Energy relative to the best compared isomer or geometry (same formula, charge and spin), eV: 3.597
HOMO, eV: -8.6

Geometry as ORCA input:
```
! RIJCOSX wB97M-V def2-TZVPD def2/J DEFGRID3
* xyz 0 1
C -1.65480 0.14190 -0.37319
C 0.27388 -1.22870 1.03385
O 0.85816 -0.10552 1.35219
C 1.73519 0.41144 0.33350
H -1.57303 0.45589 -1.41327
H -2.63559 -0.29149 -0.17468
H -1.49402 0.99719 0.29138
H -0.89598 -0.61428 -0.21036
H -0.49870 -1.35173 1.83744
H 2.14808 -0.41811 -0.25200
H 1.11613 1.05224 -0.30931
H 2.51392 1.00257 0.82628
*
```

Record 5
A cluster of 2 separate species, C3H8O in total. Source: OMol25; level of theory: ωB97M-V/def2-TZVPD.

Values from the calculation:
SMILES: [H][H].CCC=O
LUMO energy, eV: 0.993
Total energy, Ha: -194.291428
Energy relative to the best compared isomer or geometry (same formula, charge and spin), eV: 1.211
HOMO, eV: -9.9

Geometry as ORCA input:
```
! RIJCOSX wB97M-V def2-TZVPD def2/J DEFGRID3
* xyz 0 1
H -2.93714 0.89772 0.19062
H -2.71506 0.19575 0.07715
C 1.33205 0.73116 0.27775
C 0.32467 -0.04318 -0.57101
C -0.23239 -1.25858 0.13114
O -1.34907 -1.69356 -0.02159
H 2.03344 0.05133 0.77602
H 0.83299 1.32160 1.05286
H 1.92042 1.41639 -0.33890
H -0.50899 0.58292 -0.90413
H 0.81635 -0.42327 -1.47842
H 0.48274 -1.77829 0.80849
*
```

Record 6
A cluster of 2 separate species, C3H8O in total at a distorted geometry. Source: OMol25; level of theory: ωB97M-V/def2-TZVPD.

Values from the calculation:
LUMO energy (spin up / spin down), eV: -1.291 / -0.219
Total energy, Ha: -194.153435
Energy relative to the best compared isomer or geometry (same formula, charge and spin), eV: 4.966
HOMO (spin up / spin down), eV: -8.6 / -9.8

Geometry as ORCA input:
```
! RIJCOSX wB97M-V def2-TZVPD def2/J DEFGRID3
* xyz 0 1
C -0.39259 -0.86980 -0.29001
C 1.69096 0.68132 -0.03603
C -1.45242 0.09087 0.29203
O 0.43502 -1.45568 0.54697
H 0.32449 -0.02371 -0.90068
H -0.93593 -1.58540 -0.94060
H 1.63064 0.60661 1.03594
H 1.49598 1.64936 -0.47919
H 2.32617 -0.03961 -0.52520
H -1.98359 0.60086 -0.51486
H -2.16515 -0.48964 0.88116
H -0.97360 0.83481 0.93046
*
```

Record 7
A cluster of 2 separate species, C3H8O in total at a distorted geometry. Source: OMol25; level of theory: ωB97M-V/def2-TZVPD.

Values from the calculation:
SMILES: C=O.CC
LUMO energy, eV: 0.822
Total energy, Ha: -194.299049
Energy relative to the best compared isomer or geometry (same formula, charge and spin), eV: 1.004
HOMO, eV: -10.2

Geometry as ORCA input:
```
! RIJCOSX wB97M-V def2-TZVPD def2/J DEFGRID3
* xyz 0 1
C 2.01554 0.34961 0.04315
O 2.90846 -0.47245 -0.04046
H 2.03875 1.26701 -0.58472
H 1.13314 0.25678 0.68267
C -2.84052 -0.27893 -0.05707
C -1.43788 0.30636 0.04538
H -2.90094 -1.08946 -0.80628
H -3.13609 -0.72071 0.90092
H -3.60239 0.47392 -0.30394
H -0.75438 -0.48013 0.38910
H -1.37307 1.12658 0.77284
H -1.09560 0.68336 -0.91566
*
```

Record 8
A cluster of 2 separate species, C3H8O2 in total at a distorted geometry. Source: OMol25; level of theory: ωB97M-V/def2-TZVPD.

Values from the calculation:
SMILES: O=CO.CC
LUMO energy, eV: 0.538
Total energy, Ha: -269.535268
Energy relative to the best compared isomer or geometry (same formula, charge and spin), eV: 1.622
HOMO, eV: -10.8

Geometry as ORCA input:
```
! RIJCOSX wB97M-V def2-TZVPD def2/J DEFGRID3
* xyz 0 1
O 4.31055 -0.74799 0.77853
C 3.86266 0.32221 1.38420
O 2.60954 0.59189 1.49907
H 4.47170 1.07639 1.87927
H 2.19095 0.13870 0.68728
C -1.94975 0.24698 -0.17040
C -2.39182 -0.53355 -1.49393
H -0.93711 0.28572 0.14275
H -2.25708 -0.32444 0.73284
H -2.47916 1.15209 -0.14832
H -1.75577 -1.36983 -1.54531
H -3.37034 -1.03728 -1.36442
H -2.30437 0.19912 -2.38157
*
```

Record 9
A cluster of 2 separate species, C3H8O2 in total at a distorted geometry. Source: OMol25; level of theory: ωB97M-V/def2-TZVPD.

Values from the calculation:
SMILES: C/C=C/O.O
LUMO energy, eV: 1.006
Total energy, Ha: -269.529609
Energy relative to the best compared isomer or geometry (same formula, charge and spin), eV: 1.776
HOMO, eV: -9.1

Geometry as ORCA input:
```
! RIJCOSX wB97M-V def2-TZVPD def2/J DEFGRID3
* xyz 0 1
C -2.17129 -0.21466 0.38396
C -2.05108 1.25685 0.65155
C -0.94894 1.92657 0.96097
O -1.00891 3.33469 0.99579
H -1.86013 -0.84501 1.21841
H -3.19630 -0.42324 0.08584
H -1.52756 -0.55467 -0.43123
H -2.87268 1.88853 0.34437
H 0.09449 1.73092 1.16297
H -1.68744 3.64404 1.58531
O 5.74705 -4.15633 -2.69063
H 6.45847 -3.78450 -2.11390
H 5.02431 -3.80319 -2.15341
*
```

Record 10
The molecule C3H8O2. Source: OMol25; level of theory: ωB97M-V/def2-TZVPD.

Values from the calculation:
SMILES: C[C@@H](O)CO
LUMO energy, eV: 0.819
Total energy, Ha: -269.568544
Energy relative to the best compared isomer or geometry (same formula, charge and spin), eV: 0.717
HOMO, eV: -10.1

Geometry as ORCA input:
```
! RIJCOSX wB97M-V def2-TZVPD def2/J DEFGRID3
* xyz 0 1
C -1.61069 0.22258 0.27870
C -0.29312 -0.44201 -0.10412
O -0.20284 -0.55531 -1.50958
C 0.91873 0.32658 0.40427
O 2.06849 -0.36608 -0.07063
H -1.50049 1.28859 0.51210
H -2.02376 -0.27762 1.15706
H -2.32646 0.12487 -0.54228
H -0.25721 -1.44591 0.35236
H 0.69891 -0.87999 -1.65742
H 0.88353 1.35377 0.01228
H 0.91236 0.37308 1.50393
H 2.73257 0.27744 -0.33667
*
```

Record 11
The molecule C3H8O2 at a distorted geometry. Source: OMol25; level of theory: ωB97M-V/def2-TZVPD.

Values from the calculation:
SMILES: CCOCO
LUMO energy, eV: 1.049
Total energy, Ha: -269.535636
Energy relative to the best compared isomer or geometry (same formula, charge and spin), eV: 1.612
HOMO, eV: -10.1

Geometry as ORCA input:
```
! RIJCOSX wB97M-V def2-TZVPD def2/J DEFGRID3
* xyz 0 1
C 1.58527 0.21611 -0.26451
C 0.54538 -0.86253 -0.15434
O -0.82914 -0.34189 -0.86631
C -1.68270 0.03621 0.14754
O -0.97603 0.98872 0.98164
H 1.48617 0.77540 -1.19628
H 1.54256 0.90997 0.57859
H 2.58185 -0.24002 -0.22244
H 0.47885 -1.31103 0.83717
H 0.73131 -1.67755 -0.85270
H -1.95285 -0.79674 0.81171
H -2.59400 0.51538 -0.23342
H -0.91668 1.78796 0.43335
*
```

Record 12
A cluster of 2 separate species, C3H8O2 in total. Source: OMol25; level of theory: ωB97M-V/def2-TZVPD.

Values from the calculation:
SMILES: O=CO.CC
LUMO energy, eV: 0.512
Total energy, Ha: -269.573348
Energy relative to the best compared isomer or geometry (same formula, charge and spin), eV: 0.586
HOMO, eV: -11.0

Geometry as ORCA input:
```
! RIJCOSX wB97M-V def2-TZVPD def2/J DEFGRID3
* xyz 0 1
O 1.58787 -1.27761 -1.23766
C 0.63506 -1.60174 -1.86721
O -0.48118 -0.84201 -1.94253
H 0.58577 -2.54346 -2.43582
H -1.11090 -1.31903 -2.50786
C -0.36435 0.30202 1.57237
C 0.06589 1.58997 0.89789
H -0.30984 -0.58830 0.94083
H 0.21609 0.05508 2.46122
H -1.40825 0.36054 1.89831
H 0.79064 1.44886 0.10321
H 0.54920 2.24529 1.62437
H -0.75601 2.17039 0.49287
*
```

Record 13
A structure of composition C3H8O2 at a distorted geometry. Source: OMol25; level of theory: ωB97M-V/def2-TZVPD.

Values from the calculation:
LUMO energy, eV: 0.176
Total energy, Ha: -269.477176
Energy relative to the best compared isomer or geometry (same formula, charge and spin), eV: 3.203
HOMO, eV: -9.3

Geometry as ORCA input:
```
! RIJCOSX wB97M-V def2-TZVPD def2/J DEFGRID3
* xyz 0 1
C -1.75824 0.22828 0.30532
C -0.35497 -0.23238 -0.14709
O -0.07710 -0.25205 -1.49507
C 0.81866 0.38246 0.54613
O 2.04708 -0.67375 -0.45839
H -1.99318 1.25029 -0.00091
H -1.88784 0.14816 1.39730
H -2.48905 -0.44198 -0.16176
H -0.23619 -1.23822 0.30056
H 1.04220 -0.57246 -1.36614
H 1.30157 1.28764 0.22317
H 0.78922 0.25107 1.64762
H 2.79785 -0.13706 -0.79073
*
```

Record 14
The molecule C3H8O2. Source: OMol25; level of theory: ωB97M-V/def2-TZVPD.

Values from the calculation:
SMILES: COCCO
LUMO energy, eV: 1.008
Total energy, Ha: -269.550789
Energy relative to the best compared isomer or geometry (same formula, charge and spin), eV: 1.200
HOMO, eV: -10.2

Geometry as ORCA input:
```
! RIJCOSX wB97M-V def2-TZVPD def2/J DEFGRID3
* xyz 0 1
C 1.72473 0.66289 0.50469
O 0.34950 0.40356 0.63009
C -0.10271 -0.71122 -0.11098
C -1.59781 -0.49486 -0.29626
O -1.82289 0.79390 -0.81603
H 1.92156 1.59371 1.04300
H 2.33211 -0.14415 0.93864
H 2.01305 0.78824 -0.54999
H 0.39208 -0.74377 -1.09477
H 0.11461 -1.65032 0.42071
H -2.00114 -1.21783 -1.01263
H -2.11481 -0.63849 0.66651
H -1.20828 1.35834 -0.32298
*
```

Record 15
A cluster of 2 separate species, C3H8O2S in total at a distorted geometry. Source: OMol25; level of theory: ωB97M-V/def2-TZVPD.

Values from the calculation:
SMILES: O=CCCS.O
LUMO energy, eV: 0.770
Total energy, Ha: -667.741713
Energy relative to the best compared isomer or geometry (same formula, charge and spin), eV: 1.067
HOMO, eV: -9.4

Geometry as ORCA input:
```
! RIJCOSX wB97M-V def2-TZVPD def2/J DEFGRID3
* xyz 0 1
O -1.31356 -1.14463 -0.13591
C -1.26745 -0.07001 0.39461
C -0.13375 0.26139 1.33336
C 0.68618 1.41484 0.72415
S 1.88438 2.29671 1.81195
H -2.12765 0.58252 0.21596
H -0.55989 0.65320 2.25970
H 0.45554 -0.63080 1.49606
H 0.00507 2.13655 0.27513
H 1.29473 1.04349 -0.09819
H 2.88179 2.27059 0.90430
O -0.24060 -2.86942 -2.89626
H -1.12797 -2.64608 -2.53516
H -0.43683 -3.29835 -3.74972
*
```

Record 16
A cluster of 3 separate species, C3H8O2S in total at a distorted geometry. Source: OMol25; level of theory: ωB97M-V/def2-TZVPD.

Values from the calculation:
LUMO energy, eV: -1.577
Total energy, Ha: -667.617144
Energy relative to the best compared isomer or geometry (same formula, charge and spin), eV: 4.457
HOMO, eV: -9.2

Geometry as ORCA input:
```
! RIJCOSX wB97M-V def2-TZVPD def2/J DEFGRID3
* xyz 0 1
O -2.81814 1.06244 -0.18114
C -2.04186 0.70199 0.71592
C -0.76168 -0.10698 0.31206
C -0.51492 0.02384 -1.21916
S 1.16201 -0.54840 -1.63381
H -2.25369 0.96030 1.76318
H 0.24072 0.20398 0.95588
H -0.79568 -1.19637 0.57333
H -0.66834 1.04436 -1.44754
H -1.24112 -0.55554 -1.77410
H 1.11835 1.00730 -0.32589
H 3.31524 -1.47314 0.96154
H 2.63539 -0.29980 0.25028
O 2.62372 -0.82398 1.04945
*
```

Record 17
A cluster of 2 separate species, C3H8O2S in total at a distorted geometry. Source: OMol25; level of theory: ωB97M-V/def2-TZVPD.

Values from the calculation:
SMILES: O=CCCS.O
LUMO energy, eV: 0.402
Total energy, Ha: -667.691494
Energy relative to the best compared isomer or geometry (same formula, charge and spin), eV: 2.434
HOMO, eV: -9.4

Geometry as ORCA input:
```
! RIJCOSX wB97M-V def2-TZVPD def2/J DEFGRID3
* xyz 0 1
O -0.73399 -1.56577 -0.63812
C 0.27403 -0.89047 -0.24813
C 0.65385 -0.94192 1.23139
C -0.61985 -0.15109 1.77844
S -0.43900 0.88052 3.48851
H 0.78114 -0.26341 -1.09115
H 1.50846 -0.34756 1.39006
H 0.72627 -1.93380 1.58908
H -1.17485 0.43220 0.96686
H -1.31318 -0.92680 2.18148
H -1.41054 1.69826 3.21037
O 1.20717 1.20032 -7.69181
H 1.07180 1.71532 -6.89609
H 1.20128 0.36209 -7.09758
*
```